Record 1
A molecular structure, C40H47BN7S4V at a distorted geometry, computed with ωB97M-V/def2-TZVPD.

Summary:
Total energy in eV: -122363.68893
⟨S²⟩: 2.03
M in g mol⁻¹: 815.89

```
! RIJCOSX wB97M-V def2-TZVPD def2/J DEFGRID3
* xyz 2 3
V -18.74 -9.36 -2.03
C -16.81 -6.44 -6.29
C -18.26 -6.65 -6.01
C -19.25 -5.86 -6.55
C -20.59 -6.26 -6.52
N -21.04 -7.23 -5.74
N -20.06 -7.72 -4.86
B -20.48 -8.75 -3.84
N -21.35 -8.25 -2.69
N -21.75 -6.92 -2.76
C -22.85 -6.62 -2.10
C -23.73 -7.64 -1.70
C -23.23 -8.89 -1.40
C -24.01 -9.96 -0.67
C -21.80 -9.14 -1.71
S -20.59 -9.97 -0.69
C -23.23 -5.19 -1.83
C -24.66 -4.91 -2.30
C -22.15 -4.25 -2.41
C -23.36 -5.00 -0.31
N -20.81 -10.11 -4.32
N -21.86 -9.93 -5.30
C -22.72 -10.92 -5.40
C -22.50 -12.18 -4.80
C -21.35 -12.40 -4.08
C -21.17 -13.72 -3.38
C -20.50 -11.31 -3.86
S -18.92 -11.56 -3.12
C -23.90 -10.71 -6.34
C -24.94 -11.84 -6.27
C -23.29 -10.63 -7.74
C -24.59 -9.40 -6.00
C -18.70 -7.55 -5.01
S -17.60 -8.36 -3.97
C -21.66 -5.65 -7.43
C -21.32 -6.04 -8.89
C -21.37 -4.16 -7.27
C -23.04 -6.17 -7.12
H -16.65 -5.72 -7.11
H -16.31 -7.41 -6.58
H -16.18 -6.13 -5.40
H -18.98 -5.02 -7.20
H -24.78 -7.37 -1.48
H -24.37 -10.78 -1.34
H -24.85 -9.58 -0.01
H -23.33 -10.50 0.08
H -24.96 -5.15 -3.33
H -24.80 -3.83 -2.23
H -25.48 -5.34 -1.72
H -22.16 -4.34 -3.51
H -21.11 -4.60 -2.10
H -22.41 -3.27 -2.05
H -24.00 -5.80 0.17
H -23.79 -3.99 -0.17
H -22.35 -5.06 0.08
H -23.22 -12.98 -4.92
H -22.06 -14.36 -3.50
H -20.89 -13.66 -2.30
H -20.40 -14.32 -3.90
H -24.50 -12.86 -6.48
H -25.67 -11.69 -7.08
H -25.44 -11.91 -5.33
H -22.91 -11.67 -8.05
H -22.40 -9.96 -7.74
H -24.02 -10.30 -8.47
H -25.17 -9.43 -5.06
H -25.21 -9.19 -6.90
H -23.79 -8.66 -5.91
H -20.22 -5.88 -9.11
H -21.94 -5.56 -9.65
H -21.43 -7.12 -9.00
H -20.35 -3.97 -7.63
H -21.39 -3.91 -6.20
H -22.08 -3.55 -7.83
H -23.29 -6.95 -7.86
H -23.74 -5.37 -7.36
H -23.16 -6.58 -6.12
S -15.51 -9.95 1.18
C -15.16 -11.14 -0.11
C -14.33 -12.33 -0.08
C -14.12 -12.98 -1.27
C -14.69 -12.51 -2.49
C -15.62 -11.51 -2.47
C -15.96 -10.89 -1.26
N -16.86 -9.85 -1.09
C -16.59 -9.18 0.05
C -17.36 -7.93 0.17
C -17.02 -6.95 1.09
C -17.65 -5.66 1.06
C -18.45 -5.34 -0.06
C -18.78 -6.41 -0.95
C -18.34 -7.70 -0.86
H -13.93 -12.71 0.88
H -13.48 -13.87 -1.34
H -14.44 -13.10 -3.37
H -16.13 -11.15 -3.40
H -16.34 -7.20 1.87
H -17.39 -4.96 1.80
H -18.97 -4.39 -0.06
H -19.44 -6.17 -1.75
*
```


Record 2
13 unconnected molecules or ions with the total composition C15H59N3O13 at a distorted geometry, computed with ωB97M-V/def2-TZVPD.

Summary:
Total energy in eV: -47596.09859
M in g mol⁻¹: 489.64

```
! RIJCOSX wB97M-V def2-TZVPD def2/J DEFGRID3
* xyz 0 1
C -1.71 3.36 -0.28
C -1.62 3.77 1.22
C -0.48 4.85 1.48
O -0.29 4.59 2.93
C 0.90 5.07 3.44
N -2.95 4.15 1.70
H -0.78 3.59 -0.80
H -2.46 3.96 -0.81
H -1.99 2.32 -0.41
H -1.34 2.91 1.82
H -0.78 5.83 1.12
H 0.36 4.51 0.87
H 1.78 4.67 2.93
H 1.09 4.68 4.44
H 0.93 6.15 3.53
H -3.05 5.14 1.50
H -2.89 4.20 2.70
C 1.95 1.23 1.36
C 1.75 -0.22 1.66
C 0.20 -0.63 1.41
O -0.25 -0.49 0.02
C -1.69 -0.58 -0.04
N 2.74 -0.98 0.86
H 1.56 1.55 0.39
H 3.02 1.44 1.31
H 1.64 1.83 2.22
H 2.00 -0.44 2.70
H -0.39 0.00 2.07
H 0.15 -1.69 1.69
H -2.07 -1.58 0.18
H -2.01 -0.33 -1.05
H -2.30 0.06 0.60
H 2.43 -0.93 -0.10
H 2.55 -1.96 1.02
C 0.27 -2.10 -2.91
C -0.15 -2.25 -4.41
C -0.30 -0.83 -5.19
O -0.84 0.12 -4.24
C -1.22 1.31 -4.80
N 0.84 -3.14 -4.92
H 0.34 -3.06 -2.40
H -0.51 -1.61 -2.33
H 1.26 -1.65 -2.77
H -1.10 -2.78 -4.43
H -0.97 -0.93 -6.04
H 0.64 -0.43 -5.56
H -1.94 1.17 -5.61
H -0.38 1.90 -5.18
H -1.69 1.96 -4.06
H 0.63 -3.41 -5.87
H 0.62 -3.99 -4.41
O 0.41 1.31 -2.04
H 0.15 0.78 -1.29
H -0.03 0.90 -2.79
O 3.17 -1.62 5.12
H 2.96 -0.75 4.77
H 2.42 -1.84 5.68
O -3.80 -3.55 1.16
H -4.13 -2.70 1.44
H -4.39 -4.18 1.56
O -4.50 -0.87 2.12
H -4.71 -0.07 1.64
H -4.73 -0.68 3.03
O 5.46 -0.64 0.99
H 5.66 -0.03 0.29
H 4.51 -0.75 0.96
O 2.99 2.32 -2.00
H 2.12 1.94 -1.96
H 3.50 1.70 -2.52
O -1.05 -4.00 -0.15
H -1.96 -3.86 0.11
H -1.03 -4.91 -0.46
C -4.04 -1.69 -3.31
O -4.92 -2.70 -3.76
H -4.16 -0.86 -4.01
H -4.31 -1.48 -2.27
H -3.08 -2.21 -3.36
H -5.03 -3.50 -3.24
C 2.89 2.17 5.46
O 3.58 1.29 4.64
H 3.59 2.84 5.96
H 2.22 2.74 4.83
H 2.30 1.70 6.24
H 4.52 1.29 4.87
C 2.24 -5.02 0.72
O 1.85 -3.74 0.33
H 2.38 -5.59 -0.21
H 3.13 -5.00 1.33
H 1.42 -5.48 1.28
H 0.92 -3.54 0.24
*
```


Record 3
A molecular structure, C20H18F36N7O24S12 at a distorted geometry, computed with ωB97M-V/def2-TZVPD.

Summary:
Energy above the lowest of the compared OMol25 structures with the same formula, charge and spin in eV: 2.698
M in g mol⁻¹: 1809.12

```
! RIJCOSX wB97M-V def2-TZVPD def2/J DEFGRID3
* xyz -5 1
C 1.91 -4.85 -1.95
C 1.25 -3.46 -1.89
C 0.44 -3.12 -0.64
N 0.55 -1.61 -0.15
C -0.05 -0.67 -1.20
C -0.04 -1.46 1.31
C 1.02 -1.64 2.32
C 2.16 -1.04 1.53
C 2.08 -1.31 0.04
H 1.21 -5.57 -2.36
H 2.37 -5.17 -1.02
H 2.83 -4.70 -2.51
H 0.64 -3.25 -2.76
H 1.97 -2.73 -2.27
H 0.89 -3.55 0.26
H -0.59 -3.48 -0.56
H -0.48 0.20 -0.70
H -0.86 -1.21 -1.69
H 0.65 -0.52 -2.03
H -0.45 -0.46 1.41
H -0.84 -2.20 1.42
H 0.77 -0.88 3.07
H 1.18 -2.65 2.70
H 2.24 0.02 1.78
H 3.02 -1.52 1.98
H 2.35 -0.40 -0.48
H 2.72 -2.18 -0.05
C 3.74 2.25 -1.63
F 2.87 1.46 -2.21
F 3.44 3.54 -1.95
F 3.58 2.13 -0.30
S 5.57 1.89 -2.27
O 5.38 1.77 -3.70
O 6.46 2.90 -1.92
N 6.03 0.42 -1.41
S 5.55 -0.68 -2.41
O 4.09 -0.87 -2.47
O 6.30 -0.74 -3.64
C 5.91 -2.30 -1.41
F 5.21 -2.33 -0.29
F 5.69 -3.41 -2.14
F 7.22 -2.40 -1.05
C -4.71 -4.66 2.29
F -4.74 -5.56 1.35
F -5.98 -4.42 2.63
F -4.05 -5.03 3.37
S -3.98 -2.92 1.77
O -2.79 -3.37 1.00
O -5.04 -2.29 0.99
N -3.52 -2.23 3.30
S -3.68 -0.76 2.86
O -2.93 -0.38 1.64
O -5.03 -0.18 2.89
C -2.76 0.25 4.26
F -3.08 1.53 4.26
F -3.13 -0.14 5.55
F -1.43 0.07 4.04
C -2.85 1.30 -3.51
F -2.12 1.35 -4.61
F -2.31 0.56 -2.57
F -2.99 2.58 -2.96
S -4.65 0.77 -4.01
O -4.32 -0.44 -4.85
O -5.30 0.44 -2.77
N -5.09 2.23 -5.01
S -6.44 2.52 -4.25
O -7.46 1.51 -4.48
O -6.32 2.99 -2.89
C -7.08 4.02 -5.23
F -7.63 3.43 -6.36
F -8.01 4.75 -4.58
F -6.06 4.77 -5.62
C 3.34 1.73 5.14
F 2.72 2.87 5.47
F 2.60 0.82 5.63
F 3.45 1.55 3.76
S 5.09 1.41 5.94
O 5.36 0.02 5.58
O 6.05 2.30 5.38
N 4.86 1.92 7.59
S 4.33 0.55 8.24
O 2.90 0.28 8.14
O 5.14 -0.65 7.95
C 4.66 1.00 10.10
F 3.67 0.60 10.84
F 5.79 0.30 10.41
F 4.76 2.34 10.34
C -4.55 -4.23 -3.69
F -4.62 -5.48 -3.27
F -5.23 -4.16 -4.84
F -5.21 -3.48 -2.78
S -2.55 -3.68 -3.86
O -2.33 -2.79 -2.70
O -1.77 -4.95 -3.71
N -2.58 -2.91 -5.44
S -1.32 -3.59 -6.14
O -0.08 -3.64 -5.36
O -1.56 -4.80 -6.83
C -0.96 -2.25 -7.41
F -0.46 -1.08 -6.89
F -0.16 -2.82 -8.30
F -2.02 -1.91 -8.19
C -0.16 3.79 0.01
F -1.33 3.77 -0.61
F 0.15 2.45 0.16
F 0.83 4.41 -0.66
S -0.10 4.66 1.79
O -0.76 3.76 2.70
O 1.26 5.12 2.14
N -1.31 5.98 1.60
S -0.38 7.33 1.37
O 0.66 7.01 0.31
O -1.13 8.62 1.18
C 0.45 7.63 3.11
F 0.01 8.84 3.55
F 0.20 6.69 4.03
F 1.81 7.70 3.00
*
```


Record 4
2 unconnected molecules or ions with the total composition C19H23N2 at a distorted geometry, computed with ωB97M-V/def2-TZVPD.

Summary:
Energy above the lowest of the compared OMol25 structures with the same formula, charge and spin in eV: 0.559
M in g mol⁻¹: 279.41

```
! RIJCOSX wB97M-V def2-TZVPD def2/J DEFGRID3
* xyz 1 1
C 1.91 -1.23 -0.32
C 0.88 -0.94 -1.32
C 0.58 0.31 -1.90
C 0.26 0.43 -3.30
C 0.44 -0.72 -4.24
C -0.16 1.64 -3.83
C -0.26 2.80 -3.05
C -0.80 4.07 -3.63
C 0.12 2.72 -1.71
C 0.56 1.53 -1.13
C 0.99 1.54 0.29
H 2.27 -2.26 -0.44
H 2.76 -0.53 -0.36
H 1.45 -1.18 0.68
H 0.45 -1.83 -1.79
H 0.03 -0.42 -5.21
H 1.49 -1.00 -4.39
H -0.11 -1.60 -3.90
H -0.44 1.67 -4.89
H -0.77 4.85 -2.87
H -0.22 4.41 -4.49
H -1.84 3.94 -3.96
H 0.06 3.62 -1.09
H 0.77 2.52 0.74
H 0.45 0.77 0.85
H 2.06 1.35 0.40
C -2.65 -1.13 0.45
C -1.66 -1.30 1.53
N -0.34 -1.15 1.49
C 0.14 -1.34 2.79
C -0.96 -1.63 3.63
C -0.83 -1.91 4.98
C 0.47 -1.88 5.52
C 1.57 -1.55 4.71
C 1.42 -1.26 3.35
N -2.07 -1.59 2.79
H -2.12 -0.85 -0.47
H -3.20 -2.06 0.28
H -3.36 -0.34 0.72
H -1.73 -2.15 5.55
H 0.62 -2.11 6.58
H 2.57 -1.52 5.16
H 2.24 -0.97 2.69
H -3.03 -1.74 3.09
*
```


Record 5
A molecular structure, C15H10F6IrN7S3Sb at a distorted geometry, computed with ωB97M-V/def2-TZVPD.

Summary:
Energy above the lowest of the compared OMol25 structures with the same formula, charge and spin in eV: 1.099
⟨S²⟩: 6.04
M in g mol⁻¹: 812.46

```
! RIJCOSX wB97M-V def2-TZVPD def2/J DEFGRID3
* xyz 1 5
Ir -1.53 8.11 15.32
N -2.77 10.69 18.40
C -4.02 10.06 18.19
C -3.89 9.26 17.13
N -2.56 9.32 16.68
C -1.94 10.13 17.52
C -0.57 10.41 17.31
N 0.07 9.87 16.29
C 1.42 10.20 16.46
C 1.54 10.97 17.59
N 0.27 11.11 18.09
H -2.69 11.44 19.04
H -4.84 10.41 18.77
H -4.66 8.61 16.76
H 2.21 9.88 15.78
H 2.33 11.57 17.99
H 0.03 11.62 18.87
S 0.96 7.30 14.93
C 0.03 6.18 13.99
C 0.47 5.06 13.34
C -0.47 4.26 12.66
C -1.78 4.64 12.66
C -2.18 5.78 13.33
N -1.29 6.52 13.95
H 1.57 4.85 13.30
H -0.06 3.41 12.17
H -2.50 4.05 12.13
H -3.16 6.13 13.27
S -2.12 9.56 13.58
C -0.68 9.96 12.89
S 0.91 9.28 13.14
C -0.72 11.12 11.99
C -1.97 11.60 11.56
N -2.96 12.11 11.29
C 0.42 11.80 11.66
N 1.35 12.45 11.46
F -1.07 7.02 17.23
Sb -2.26 5.61 17.91
F -3.27 6.24 16.44
F -1.42 4.45 16.75
F -3.48 4.32 18.46
F -0.97 5.47 19.26
F -3.19 6.91 18.90
*
```